1.
{"formula": "C6H12O", "method": "ωB97M-V/def2-TZVPD", "species": ["C", "C", "C", "C", "C", "C", "H", "H", "H", "H", "H", "H", "H", "H", "H", "H", "H", "H", "O"], "positions_angstrom": [[2.86993, 1.17806, -0.41094], [2.03400, -0.11209, -0.54612], [0.56258, 0.15419, -0.36799], [-0.02256, 1.17858, 0.25458], [-1.46981, 1.41683, 0.16941], [-2.06596, 2.51521, 0.62696], [2.45860, 1.97574, -1.02564], [3.90282, 1.01451, -0.71256], [2.85378, 1.51945, 0.62451], [2.41346, -0.78705, 0.22122], [2.16900, -0.48248, -1.55866], [-0.05537, -0.70744, -0.60219], [0.57012, 2.06795, 0.46234], [-1.95987, 0.84828, -0.61477], [-1.52584, 3.31675, 1.11990], [-3.13376, 2.66393, 0.55293], [-2.58826, -6.07873, 0.17294], [-3.81078, -5.47591, 0.72521], [-3.20207, -6.20578, 0.90887]], "forces_ev_per_a": [[-0.227, -0.266, 0.083], [0.123, 1.790, 0.056], [0.102, -0.998, 1.143], [0.146, 0.816, -1.508], [0.474, 0.627, -0.629], [-0.133, -0.021, 0.335], [-0.010, 0.062, -0.109], [0.048, -0.032, 0.065], [0.121, 0.064, -0.003], [-0.193, -0.518, -0.313], [0.168, -0.536, 0.054], [-0.258, 0.082, -0.337], [0.047, -0.194, 0.553], [-0.474, -0.655, 0.669], [0.096, -0.272, 0.322], [-0.031, 0.051, -0.383], [0.194, -0.377, 0.214], [-0.158, -0.230, 0.405], [-0.036, 0.607, -0.618]], "de_lowest_ev": 1.8794, "e_lumo_ev": 0.784, "e_homo_ev": -8.7, "smiles": "C=C/C=C/CC.O", "multiplicity": 1, "molar_mass_da": 100.2, "energy_ev": -8462.474}

---

2.
{"formula": "C8H10BrF9O5P", "method": "ωB97M-V/def2-TZVPD", "species": ["C", "O", "C", "C", "O", "C", "C", "F", "F", "C", "F", "F", "C", "F", "F", "C", "F", "F", "F", "P", "O", "O", "O", "H", "H", "H", "H", "H", "H", "H", "H", "H", "H", "Br"], "positions_angstrom": [[-0.20876, 2.71143, 1.16258], [-0.31036, 1.44242, 1.78039], [0.97481, 0.85543, 2.03702], [0.89924, -0.66792, 1.97977], [1.25590, -1.21738, 0.69631], [0.42453, -0.83556, -0.36839], [1.28634, -0.75662, -1.61608], [1.87478, -1.97368, -1.81933], [2.28011, 0.14788, -1.43739], [0.57877, -0.39376, -2.99318], [0.45421, -1.49577, -3.76075], [1.38871, 0.46793, -3.64730], [-0.80882, 0.32887, -2.99925], [-0.72311, 1.43241, -2.22996], [-1.01195, 0.71791, -4.27432], [-2.09062, -0.48962, -2.57448], [-2.51396, -0.10485, -1.36562], [-3.07809, -0.27122, -3.43842], [-1.85231, -1.80643, -2.54000], [-0.63754, -1.42105, 2.66089], [-0.66015, -1.47050, 4.13084], [-0.64107, -2.86552, 1.93428], [-1.93164, -0.77544, 2.00805], [-1.21401, 3.01431, 0.85165], [0.44215, 2.67380, 0.27761], [0.18740, 3.45918, 1.86068], [1.43003, 1.23802, 2.96383], [1.66206, 1.16154, 1.23273], [1.66032, -1.06447, 2.66386], [-0.35108, -1.59475, -0.53210], [-0.05331, 0.13143, -0.19667], [0.23873, -3.26301, 1.98903], [-1.72299, -0.04911, 1.40357], [2.77169, 2.73409, 4.16012]], "forces_ev_per_a": [[-0.086, 0.366, 0.215], [-0.063, -0.290, -0.422], [0.188, -0.052, -0.368], [-0.010, 0.247, 0.241], [-0.088, 0.092, 0.003], [-0.134, -0.158, -0.058], [0.270, -0.227, -0.054], [-0.053, 0.385, 0.031], [-0.301, -0.218, 0.022], [0.001, 0.181, -0.014], [-0.005, 0.075, 0.129], [-0.003, -0.169, 0.016], [-0.024, -0.032, -0.032], [-0.018, -0.111, -0.050], [0.028, -0.008, 0.118], [-0.060, -0.077, 0.213], [0.207, -0.104, -0.148], [0.069, -0.005, 0.039], [0.015, 0.259, 0.028], [-0.047, -0.211, 0.800], [0.072, -0.001, -0.670], [0.090, 0.144, -0.023], [-0.027, -0.252, -0.315], [0.113, -0.109, 0.068], [-0.029, -0.035, 0.071], [0.061, -0.160, -0.092], [-0.349, -0.154, -0.062], [0.007, -0.071, 0.120], [-0.006, 0.116, -0.176], [-0.030, 0.042, -0.007], [0.088, 0.092, -0.014], [-0.148, -0.076, 0.000], [0.110, 0.309, 0.292], [0.160, 0.211, 0.101]], "e_lumo_ev": 2.420, "e_homo_ev": -4.1, "multiplicity": 1, "molar_mass_da": 468.0, "charge": -1, "energy_ev": -122488.901}

---

3.
{"formula": "C17H30FeN5O7P2", "method": "ωB97M-V/def2-TZVPD", "species": ["Fe", "C", "C", "N", "C", "C", "N", "C", "C", "N", "C", "C", "N", "C", "C", "C", "C", "C", "C", "C", "N", "H", "H", "H", "H", "H", "H", "H", "H", "H", "H", "H", "H", "H", "H", "H", "H", "H", "H", "H", "H", "H", "H", "H", "C", "C", "O", "P", "O", "O", "O", "P", "O", "O", "O", "H", "H", "H", "H", "H", "H", "H"], "positions_angstrom": [[0.07092, 0.28336, 0.60880], [-4.08462, -1.42674, 0.70592], [-2.73964, -0.92513, 0.27805], [-1.61711, -1.35371, 0.68133], [-1.44832, -2.40847, 1.65687], [-0.28337, -2.08984, 2.60926], [0.85796, -1.40801, 1.97926], [1.87038, -2.25935, 1.35213], [1.51255, -2.57528, -0.09323], [1.27130, -1.33860, -0.82845], [2.41591, -0.72493, -1.52373], [2.44316, 0.80468, -1.30211], [1.05582, 1.19793, -1.17720], [0.34162, 1.68448, -2.10147], [0.82673, 2.20261, -3.42080], [-1.14236, 1.56907, -1.83949], [-2.15753, 2.29200, -2.44393], [-3.46541, 1.96007, -2.11631], [-3.72984, 0.91002, -1.24852], [-2.65529, 0.23634, -0.68628], [-1.41261, 0.59196, -0.98151], [-4.05910, -2.49410, 0.91349], [-4.84611, -1.24981, -0.04904], [-4.39066, -0.90800, 1.61850], [-1.25031, -3.33514, 1.10928], [-2.33892, -2.57924, 2.26582], [0.03360, -3.02401, 3.08588], [-0.65449, -1.42155, 3.38112], [1.30357, -0.81937, 2.67250], [2.01947, -3.18980, 1.91156], [2.81529, -1.71089, 1.37280], [0.59411, -3.16231, -0.12302], [2.29770, -3.19019, -0.54575], [0.51180, -1.47159, -1.48137], [2.35761, -0.93522, -2.59520], [3.34724, -1.16331, -1.16297], [2.98248, 1.30383, -2.10934], [2.92675, 1.03780, -0.35388], [1.75665, 2.75651, -3.30433], [0.09409, 2.85210, -3.89249], [1.00958, 1.37047, -4.10517], [-1.94719, 3.09615, -3.13373], [-4.28527, 2.51777, -2.54872], [-4.74859, 0.64197, -1.01295], [0.21363, 2.87569, 4.52444], [-0.22203, 3.16200, 3.09424], [-0.59409, 4.53687, 2.94868], [1.17133, 2.91974, 1.93349], [2.28970, 3.98121, 2.30424], [0.66434, 3.50266, 0.54547], [1.65468, 1.52291, 1.76324], [-1.62614, 2.08905, 2.54907], [-2.61167, 2.02026, 3.81035], [-2.26734, 2.78642, 1.40120], [-1.02068, 0.71648, 2.39666], [1.05945, 3.50074, 4.81971], [0.48928, 1.82723, 4.63826], [-0.61052, 3.09700, 5.20011], [-1.39978, 4.55354, 2.40746], [2.65692, 3.92355, 3.19322], [0.21676, 4.35231, 0.66194], [-3.35051, 2.62960, 3.70668]], "forces_ev_per_a": [[0.311, -1.119, 0.044], [0.003, -0.053, 0.016], [-0.040, 0.091, -0.084], [0.064, 0.247, 0.033], [-0.005, -0.033, -0.060], [0.009, -0.044, 0.038], [-0.120, 0.238, -0.077], [0.053, 0.018, -0.007], [-0.029, -0.039, 0.039], [0.004, 0.192, 0.016], [-0.001, -0.008, 0.010], [-0.031, 0.025, 0.068], [-0.156, -0.024, 0.132], [-0.205, 0.094, -0.047], [0.059, 0.009, 0.005], [0.175, 0.007, -0.053], [-0.027, -0.048, 0.030], [-0.013, 0.028, -0.028], [0.022, -0.012, 0.011], [-0.065, -0.096, 0.070], [0.037, 0.177, 0.199], [-0.007, 0.010, 0.013], [0.009, -0.005, -0.019], [0.003, 0.008, -0.004], [0.005, 0.008, -0.003], [0.010, -0.020, 0.003], [-0.004, 0.015, 0.017], [-0.004, 0.005, -0.004], [-0.036, -0.004, 0.034], [0.004, 0.002, -0.003], [-0.003, -0.003, -0.009], [0.016, -0.014, -0.005], [0.010, 0.012, 0.008], [-0.016, 0.003, 0.016], [0.026, 0.001, 0.000], [-0.008, 0.009, 0.021], [-0.011, -0.024, -0.020], [0.015, 0.008, -0.012], [0.000, -0.013, -0.004], [-0.007, 0.011, 0.018], [-0.005, -0.002, 0.002], [-0.007, 0.004, -0.001], [-0.001, -0.004, 0.000], [-0.006, 0.007, -0.002], [-0.002, 0.046, 0.032], [0.027, 0.063, -0.003], [-0.011, 0.012, 0.011], [-0.133, 0.155, -0.228], [0.023, -0.087, 0.130], [0.113, -0.027, 0.082], [-0.124, 0.073, -0.138], [0.162, 0.053, -0.060], [0.068, -0.067, 0.086], [-0.010, 0.025, 0.041], [-0.059, 0.055, -0.344], [-0.020, 0.024, -0.012], [0.000, -0.008, -0.007], [0.000, -0.025, -0.004], [-0.003, -0.022, -0.026], [0.061, -0.033, 0.043], [-0.056, 0.051, -0.010], [-0.060, 0.045, 0.006]], "e_lumo_ev": [-2.917, -3.032], "e_homo_ev": [-11.7, -10.9], "multiplicity": 5, "molar_mass_da": 534.2, "charge": 1, "energy_ev": -92866.654, "s2": 6.01}

---

4.
{"formula": "C4H4CaO2", "method": "ωB97M-V/def2-TZVPD", "species": ["H", "O", "C", "C", "C", "C", "H", "H", "H", "O", "Ca"], "positions_angstrom": [[0.84701, -0.15639, 1.60307], [2.66930, 1.15799, -1.79369], [1.70669, 0.63915, -1.42518], [0.52769, 0.12770, -1.07863], [-0.14895, -0.09952, 1.16152], [-1.04742, -1.09216, 1.09039], [0.09015, -0.64801, -1.70503], [-2.00049, -0.96282, 0.57391], [-0.81637, -2.00458, 1.63881], [-0.17548, 0.78665, 0.08072], [-1.65213, 2.25199, -0.14590]], "forces_ev_per_a": [[-0.416, 0.088, 0.255], [-1.108, -1.017, 0.703], [1.159, 1.440, -0.581], [-0.527, 1.207, 0.196], [0.107, -2.733, -0.254], [0.624, 0.731, 1.338], [-0.328, 0.058, 0.786], [0.392, -0.476, -0.307], [-0.665, 0.257, 0.268], [1.136, -0.084, -2.301], [-0.373, 0.528, -0.104]], "de_lowest_ev": 0.3406, "e_lumo_ev": -10.248, "e_homo_ev": -17.5, "multiplicity": 1, "molar_mass_da": 124.2, "charge": 2, "energy_ev": -26725.876}